Record 1
Here is a 2-piece molecular cluster, C4H10O overall at a distorted geometry from OMol25. Energies are from ωB97M-V/def2-TZVPD.

Energy relative to the best compared isomer or geometry (same formula, charge and spin): 282.40 kJ/mol
Lowest unoccupied orbital energy: 0.94 eV
Total charge: 0
E_tot: -6354.8761 eV
Largest force on an atom: 1.931 eV/A
2S+1: 1

Geometry as XYZ:
```
15
Properties=species:S:1:pos:R:3:nbo_charge:R:1
C -2.244 -0.329 0.055 -0.45
C -1.028 -0.024 0.508 -0.13
C 0.248 -0.644 0.012 -0.48
C 1.552 0.155 0.068 -0.05
O 2.595 -0.802 -0.046 -0.72
H -2.371 -0.949 -0.831 0.19
H -3.135 0.117 0.487 0.20
H -1.252 1.308 -0.710 0.06
H -0.624 1.748 -0.706 -0.07
H -0.919 0.705 1.315 0.20
H 0.124 -1.056 -0.995 0.22
H 0.380 -1.493 0.689 0.24
H 1.609 0.890 -0.749 0.17
H 1.628 0.707 1.019 0.16
H 3.437 -0.335 -0.116 0.47
```

---

Record 2
Here is an isolated molecule of C4H10O at a distorted geometry from OMol25. Energies are from ωB97M-V/def2-TZVPD.

Energy relative to the best compared isomer or geometry (same formula, charge and spin): 138.64 kJ/mol
Lowest unoccupied orbital energy: 1.00 eV
Total charge: 0
E_tot: -6356.3660 eV
Largest force on an atom: 4.446 eV/A
2S+1: 1

Geometry as XYZ:
```
15
Properties=species:S:1:pos:R:3:nbo_charge:R:1
C -1.820 -0.601 0.048 -0.59
C -0.451 -0.033 -0.294 -0.29
C -0.386 1.415 0.121 -0.60
C 0.712 -0.844 0.113 -0.05
H -2.008 -1.554 -0.425 0.21
H -1.891 -0.685 1.224 0.20
H -2.672 0.164 -0.204 0.22
H -0.374 -0.039 -1.406 0.20
H -0.537 1.503 1.233 0.20
H -1.270 1.750 -0.470 0.20
H 0.599 1.919 -0.203 0.24
H 0.873 -1.759 -0.550 0.18
H 0.758 -1.383 1.183 0.17
H 2.708 -0.247 0.373 0.47
O 1.936 0.089 -0.085 -0.76
```

---

Record 3
Here is an isolated molecule of C4H10O from OMol25. Energies are from ωB97M-V/def2-TZVPD.

Energy relative to the best compared isomer or geometry (same formula, charge and spin): 73.65 kJ/mol
Lowest unoccupied orbital energy: 1.18 eV
Total charge: 0
E_tot: -6357.0396 eV
Largest force on an atom: 0.511 eV/A
2S+1: 1

Geometry as XYZ:
```
15
Properties=species:S:1:pos:R:3:nbo_charge:R:1
C -2.200 0.345 0.547 -0.61
C -1.158 -0.354 -0.323 -0.42
C 0.236 0.128 0.019 -0.05
O 1.189 -0.568 -0.746 -0.55
C 2.509 -0.249 -0.371 -0.25
H -2.173 1.431 0.402 0.20
H -3.209 0.001 0.306 0.21
H -2.032 0.152 1.615 0.20
H -1.347 -0.162 -1.387 0.20
H -1.199 -1.440 -0.174 0.21
H 0.434 -0.023 1.100 0.16
H 0.319 1.211 -0.181 0.16
H 3.108 -0.013 -1.257 0.18
H 2.540 0.630 0.296 0.17
H 2.983 -1.088 0.154 0.17
```

---

Record 4
Here is a 3-piece molecular cluster, C4H10O overall from OMol25. Energies are from ωB97M-V/def2-TZVPD.

Energy relative to the best compared isomer or geometry (same formula, charge and spin): 225.43 kJ/mol
Lowest unoccupied orbital energy: 1.13 eV
Total charge: 0
E_tot: -6355.4665 eV
Largest force on an atom: 0.551 eV/A
2S+1: 1

Geometry as XYZ:
```
15
Properties=species:S:1:pos:R:3:nbo_charge:R:1
C 0.141 -1.890 -1.025 -0.39
C 0.205 -0.768 -1.734 -0.40
C 0.148 0.875 1.057 0.45
C 1.161 1.787 0.421 -0.73
O -1.049 1.022 0.963 -0.54
H -1.924 -1.782 1.878 -0.03
H 0.923 -2.644 -1.072 0.19
H -0.704 -2.101 -0.374 0.20
H 1.044 -0.553 -2.393 0.19
H -0.583 -0.020 -1.682 0.20
H 0.566 0.031 1.645 0.11
H 1.886 1.194 -0.149 0.24
H 0.662 2.506 -0.232 0.23
H 1.717 2.322 1.201 0.24
H -1.851 -1.067 1.677 0.02
```

---

Record 5
Here is a 2-piece molecular cluster, C4H10O overall from OMol25. Energies are from ωB97M-V/def2-TZVPD.

Energy relative to the best compared isomer or geometry (same formula, charge and spin): 63.29 kJ/mol
Lowest unoccupied orbital energy: 1.04 eV
Total charge: 0
E_tot: -6357.1469 eV
Largest force on an atom: 0.221 eV/A
2S+1: 1

Geometry as XYZ:
```
15
Properties=species:S:1:pos:R:3:nbo_charge:R:1
C -1.892 0.129 0.995 -0.64
C -0.688 0.677 0.281 -0.20
C -0.075 0.086 -0.745 -0.19
C 1.146 0.607 -1.444 -0.65
O 1.878 -1.453 1.034 -0.95
H -2.097 -0.903 0.692 0.21
H -2.786 0.728 0.783 0.22
H -1.746 0.143 2.081 0.22
H -0.301 1.633 0.640 0.19
H 1.204 -0.761 0.972 0.48
H -0.472 -0.865 -1.111 0.19
H 0.931 0.859 -2.489 0.22
H 1.536 1.502 -0.948 0.21
H 1.938 -0.151 -1.436 0.23
H 1.424 -2.233 0.696 0.46
```

---

Record 6
Here is a 2-piece molecular cluster, C4H10O overall at a distorted geometry from OMol25. Energies are from ωB97M-V/def2-TZVPD.

Energy relative to the best compared isomer or geometry (same formula, charge and spin): 295.23 kJ/mol
Lowest unoccupied orbital energy: 1.01 eV
Total charge: 0
E_tot: -6354.7431 eV
Largest force on an atom: 5.356 eV/A
2S+1: 1

Geometry as XYZ:
```
15
Properties=species:S:1:pos:R:3:nbo_charge:R:1
C 3.112 -2.018 -4.214 -0.26
O 4.154 -1.865 -3.144 -0.74
H 3.677 -2.331 -5.191 0.18
H 2.559 -1.016 -4.298 0.17
H 2.401 -2.799 -4.032 0.18
H 4.143 -0.937 -2.873 0.47
C -2.074 0.046 3.016 -0.67
C -2.694 1.395 2.397 -0.15
C -2.069 2.640 2.314 -0.44
H -2.513 -0.860 2.633 0.22
H -1.927 0.157 4.033 0.22
H -1.199 -0.154 2.395 0.22
H -3.752 1.350 2.065 0.19
H -2.799 3.487 2.490 0.20
H -1.020 2.904 2.411 0.20
```